1.
A structure of composition C14H33CuN6O11, computed with ωB97M-V/def2-TZVPD.

Values from the calculation:
Kohn-Sham gap (spin up / spin down): 7.08 / 2.21 eV
expectation value of S²: 0.76
E_HOMO (spin up / spin down): -10.95 / -10.94 eV
LUMO level (spin up / spin down): -3.8691 / -8.7274 eV
2S+1: 2
total charge: +1

Geometry (Å):
Cu (-1.04113, -15.72162, 14.65370)
N (-1.23523, -14.91808, 11.53534)
O (-1.13903, -14.72930, 12.77549)
O (-2.29605, -14.59048, 10.93834)
O (-0.34175, -15.49249, 10.92197)
C (1.79447, -12.67775, 12.51762)
O (3.17661, -12.80054, 12.24560)
C (3.89745, -11.67743, 12.28573)
O (3.44756, -10.58833, 12.57166)
O (5.13615, -11.94065, 11.94155)
C (6.11237, -10.94047, 12.19939)
H (1.36366, -13.06586, 13.43219)
H (1.27922, -13.26284, 11.74573)
H (1.47512, -11.67606, 12.22971)
H (6.98964, -11.40009, 12.64588)
H (5.72890, -10.23237, 12.93246)
H (6.37836, -10.41243, 11.28984)
C (-5.31216, -10.83912, 12.57500)
C (-4.61041, -12.09983, 12.26304)
O (-5.13875, -13.19901, 12.45847)
N (-3.31444, -12.16628, 11.80993)
C (-2.52536, -10.98341, 11.60348)
H (-5.20806, -10.53385, 13.61652)
H (-6.37076, -10.81867, 12.32307)
H (-4.94421, -10.00801, 11.96200)
H (-2.98767, -13.09175, 11.42668)
H (-2.77360, -10.46240, 10.66764)
H (-1.45818, -11.17653, 11.50734)
H (-2.67234, -10.22543, 12.37217)
O (-1.06757, -10.74946, 7.30921)
C (-1.19567, -11.94449, 7.55945)
N (-0.25897, -12.84167, 7.23817)
C (-2.40069, -12.43930, 8.29564)
H (0.60846, -12.43602, 6.91785)
H (-0.35929, -13.83364, 7.33940)
H (-2.55275, -13.51001, 8.41247)
H (-3.34155, -12.13899, 7.82677)
H (-2.36384, -11.92762, 9.25475)
O (-5.58840, -17.02970, 7.91294)
C (-4.68126, -16.74258, 8.67903)
N (-4.10278, -15.51537, 8.65493)
C (-3.97972, -17.77631, 9.54209)
H (-3.55374, -15.16472, 9.42332)
H (-4.51990, -14.87889, 7.99364)
H (-3.00097, -17.92650, 9.07742)
H (-4.58178, -18.67561, 9.55515)
H (-3.67907, -17.35734, 10.50586)
O (0.96577, -14.96702, 14.77076)
C (2.03216, -15.26407, 15.35685)
N (2.08506, -16.28815, 16.21845)
C (3.24232, -14.42955, 15.17546)
H (2.81189, -16.28451, 16.91251)
H (1.20368, -16.76796, 16.30675)
H (3.84196, -14.55200, 14.27327)
H (3.99328, -14.59151, 15.96110)
H (2.96934, -13.40099, 15.42442)
O (4.12872, -15.58595, 12.21490)
C (3.91632, -16.23503, 11.18190)
N (2.69438, -16.73606, 10.93935)
C (5.16249, -16.63591, 10.42919)
H (2.52224, -17.10594, 10.01408)
H (1.85845, -16.39299, 11.38549)
H (5.55435, -15.82706, 9.80552)
H (4.97541, -17.42991, 9.69798)
H (5.98435, -16.87290, 11.09337)

---

2.
A structure of composition C14H33CuNO3S2Si3, computed with ωB97M-V/def2-TZVPD.

Values from the calculation:
Kohn-Sham gap: 6.87 eV
E_HOMO: -4.46 eV
ΔE to the lowest compared entry with this formula, charge and spin: 0.00 kJ/mol
LUMO level: 2.4088 eV
total charge: -1

Geometry (Å):
Cu (0.46556, 0.77439, 0.45543)
C (-2.73611, 0.56525, -2.60802)
O (-1.76311, 0.32454, -1.62845)
Si (-0.58911, -0.86475, -1.75829)
C (-1.44225, -2.38272, -2.50226)
C (0.59717, -0.28728, -3.10506)
C (0.14933, -1.12795, -0.12055)
Si (1.83518, -1.86748, -0.13765)
C (3.20205, -0.75218, -0.80903)
C (2.46880, -2.34582, 1.57799)
C (1.93145, -3.46016, -1.16871)
Si (-1.02301, -1.85886, 1.10618)
C (-1.04262, -3.75637, 1.05267)
C (-0.65708, -1.39468, 2.89971)
C (-2.82311, -1.36689, 0.82129)
H (-2.29780, 0.71520, -3.60378)
H (-3.28243, 1.47202, -2.33988)
H (-3.45597, -0.25976, -2.67673)
H (-1.85440, -2.17750, -3.49522)
H (-2.25363, -2.74776, -1.86815)
H (-0.71558, -3.19349, -2.60510)
H (0.04041, -0.09046, -4.02687)
H (1.35766, -1.03763, -3.33672)
H (1.10500, 0.63522, -2.81377)
H (3.34790, 0.10284, -0.14350)
H (2.99143, -0.36630, -1.80729)
H (4.14258, -1.31181, -0.85502)
H (2.53616, -1.46648, 2.22385)
H (3.47392, -2.76797, 1.47959)
H (1.84266, -3.08635, 2.07963)
H (1.73054, -3.26091, -2.22567)
H (1.19357, -4.19134, -0.82703)
H (2.92282, -3.91895, -1.10138)
H (-0.07391, -4.18708, 1.31983)
H (-1.29390, -4.10795, 0.04771)
H (-1.78896, -4.15606, 1.74644)
H (0.36286, -1.63944, 3.19937)
H (-1.34419, -1.92733, 3.56591)
H (-0.80261, -0.32250, 3.05056)
H (-3.21790, -1.78715, -0.10739)
H (-2.94796, -0.28571, 0.76882)
H (-3.43492, -1.74964, 1.64477)
S (-1.63052, 2.05817, 1.50727)
C (-1.17549, 3.63959, 1.74816)
N (0.03395, 4.14498, 1.62805)
C (0.23105, 5.53374, 1.97949)
C (-1.12573, 6.20739, 1.80084)
S (-2.33370, 4.90514, 2.19253)
H (0.81344, 3.51915, 1.31769)
H (0.99799, 5.96037, 1.33348)
H (0.56606, 5.61340, 3.01953)
H (-1.27344, 6.53323, 0.77199)
H (-1.25866, 7.05352, 2.47139)
O (2.62489, 4.14205, -0.31104)
C (2.33670, 2.95060, -0.30543)
O (1.69876, 2.34550, 0.63390)
H (2.63823, 2.30842, -1.15609)

---

3.
A structure of composition C14H33GaNO5S, computed with ωB97M-V/def2-TZVPD.

Values from the calculation:
Kohn-Sham gap: 7.39 eV
E_HOMO: -5.05 eV
ΔE to the lowest compared entry with this formula, charge and spin: 0.00 kJ/mol
LUMO level: 2.3446 eV
total charge: -1

Geometry (Å):
C (0.16105, 1.15635, 2.91383)
C (1.18846, 2.27659, 3.02729)
O (2.18680, 2.11443, 2.03500)
C (2.68842, 3.31722, 1.51166)
C (1.76598, 4.04361, 0.55936)
O (1.54023, 3.30080, -0.60748)
C (0.25641, 3.42384, -1.17439)
C (-0.43793, 2.07023, -1.34857)
O (0.42313, 1.07553, -1.80608)
C (0.89682, 0.16833, -0.77761)
Ga (2.40320, -1.03801, -1.40007)
N (2.12722, -1.62958, -3.31312)
C (3.03325, -2.20598, -3.80106)
S (4.24778, -3.00606, -4.50897)
H (-0.23944, 0.88552, 3.88429)
H (0.63940, 0.30573, 2.43059)
H (-0.65497, 1.45215, 2.25328)
H (1.65247, 2.23531, 4.01857)
H (0.70314, 3.24787, 2.91146)
H (2.98935, 4.00317, 2.31393)
H (3.59481, 3.05763, 0.96234)
H (2.27814, 4.98167, 0.29720)
H (0.83850, 4.32946, 1.06598)
H (-0.38209, 4.08292, -0.57925)
H (0.35553, 3.88455, -2.16332)
H (-1.23799, 2.18207, -2.08749)
H (-0.91362, 1.78603, -0.40045)
H (0.02764, -0.38723, -0.40647)
H (1.31833, 0.77789, 0.02586)
H (3.80512, -0.27983, -1.30184)
H (2.40310, -2.36172, -0.48624)
C (-2.90960, -1.82669, 6.87613)
C (-2.78312, -0.49559, 6.14923)
C (-4.07405, -0.12641, 5.43274)
O (-1.69595, -0.52938, 5.23017)
H (-3.11982, -2.62831, 6.16315)
H (-1.97788, -2.07330, 7.38516)
H (-3.71465, -1.80266, 7.61252)
H (-2.52982, 0.28658, 6.86651)
H (-4.31690, -0.87976, 4.67871)
H (-3.96594, 0.82974, 4.92078)
H (-4.91031, -0.05719, 6.13050)
H (-1.88119, -1.20952, 4.57336)
C (0.14220, -4.48365, -6.59679)
C (-0.70730, -3.24521, -6.35649)
C (0.08304, -1.97754, -6.63775)
O (-1.19910, -3.23225, -5.01861)
H (1.00390, -4.47340, -5.92414)
H (-0.42726, -5.39214, -6.39423)
H (0.50740, -4.52338, -7.62471)
H (-1.59379, -3.27715, -6.99406)
H (0.94593, -1.91843, -5.97049)
H (-0.53289, -1.09687, -6.45322)
H (0.43748, -1.94739, -7.67012)
H (-0.43860, -3.17059, -4.42658)